(1)
Molecular formula: C12H13KN4O4S
Method: DFT, the ωB97M-V functional and the def2-TZVPD basis

Output
* net charge: -2
* frontier orbital gap: 0.1979 Eh
* E: -53967.7554 eV

```
35
Properties=species:S:1:pos:R:3:forces:R:3
C -0.210 -1.577 1.886 0.0495 0.0160 -0.0357
K -2.018 1.563 0.025 2.2527 -1.6551 -0.3868
H 2.137 -2.776 -0.346 0.0353 -0.0189 -0.0372
H 1.771 1.418 -4.484 -0.0315 0.0081 -0.0143
H 2.447 -2.669 1.396 -0.0027 -0.0184 -0.0071
C 0.668 -1.658 0.694 -0.1744 0.0424 0.1566
N 2.097 -0.200 -3.259 0.0174 0.1385 -0.1182
C 3.721 1.657 -3.616 -0.0428 0.0111 0.0285
H 4.590 1.052 -3.338 -0.0217 0.0249 -0.0002
C -4.229 3.696 -0.182 0.0783 -0.0192 -0.0914
C 1.670 -2.784 0.633 -0.0645 0.0493 -0.0064
H 4.040 2.407 -4.347 0.0106 -0.0324 0.0293
O -3.707 1.986 1.487 -1.2510 0.5007 0.8846
O -3.269 3.199 -0.859 -1.3369 1.3950 -0.3442
H -2.747 0.201 2.931 0.0623 -0.0463 -0.0358
C -0.866 -2.367 4.065 0.0875 -0.0496 -0.0536
N 0.527 -0.762 -0.223 -0.0634 -0.0002 0.0722
N 1.331 -0.881 -1.289 0.0518 0.0340 -0.1603
H 1.184 -3.751 0.797 0.0317 0.0035 -0.0010
H -0.732 -3.044 4.902 0.0169 -0.0141 -0.0052
H -2.544 -1.318 4.927 -0.0171 0.0305 -0.0108
O -5.454 3.329 1.931 0.1545 -0.0513 -0.1609
H 3.349 2.174 -2.729 0.0345 -0.0191 -0.0363
C 2.604 0.785 -4.187 -0.0286 -0.0022 0.0823
C 1.265 0.107 -2.189 0.2979 0.0494 0.1590
C -0.030 -2.454 2.961 0.0031 -0.1207 0.1943
S 0.432 1.588 -2.168 0.0294 -0.2351 -0.0305
O -4.934 4.670 -0.483 0.0987 -0.1745 0.0769
H 2.732 -0.948 -3.023 -0.0625 -0.0843 0.0130
N -1.179 -0.655 1.926 -0.1811 0.1925 -0.0834
C -1.868 -1.414 4.088 0.0308 0.0042 -0.0556
H 2.961 0.249 -5.070 0.0093 -0.0083 -0.0749
H 0.758 -3.193 2.937 -0.0212 0.0076 0.0151
C -4.514 2.945 1.222 0.0002 -0.0935 0.1545
C -1.980 -0.575 2.983 -0.0532 0.1357 -0.1164
```
Positions in Å, forces in eV/Å.

---

(2)
Molecular formula: C3H2FNO2S2
Method: DFT, the ωB97M-V functional and the def2-TZVPD basis

Output
* net charge: 0
* frontier orbital gap (alpha / beta): 0.2975 / 0.2612 Eh
* E: -33111.3459 eV

```
11
Properties=species:S:1:pos:R:3:forces:R:3
S -4.223 -0.217 -0.043 -0.5690 1.3882 2.3663
N 0.683 0.451 0.743 1.5265 0.0905 0.8788
F -4.786 1.222 0.751 1.0514 -1.9519 -1.2324
O -4.935 -1.264 0.619 0.3953 0.0143 0.1514
C -1.428 -0.031 0.495 -1.7599 -0.1633 -0.1696
C 0.379 1.112 -0.313 -0.9767 -1.1162 0.3712
S -1.192 0.954 -0.871 -1.0856 -0.3563 0.2065
H -0.273 -0.523 2.269 0.0111 -1.4084 2.2212
O -4.404 -0.006 -1.431 0.3015 0.4435 -0.8450
H 1.068 1.435 -0.969 2.5319 1.6779 -1.8023
C -0.355 -0.198 1.308 -1.4265 1.3816 -2.1460
```
Positions in Å, forces in eV/Å.

---

(3)
Molecular formula: C35H26IN4O7W
Method: DFT, the ωB97M-V functional and the def2-TZVPD basis

Output
* net charge: +1
* frontier orbital gap: 0.1906 Eh
* E: -66926.4161 eV

```
74
Properties=species:S:1:pos:R:3:forces:R:3
O -1.200 -1.805 -0.551 -0.6715 -1.0377 0.1391
C -2.540 -4.256 -1.413 0.0799 -0.0979 -0.3182
N -0.640 0.471 1.059 1.1245 -0.2997 -1.5172
H 2.905 2.670 -1.284 0.0035 0.0223 -0.0644
C 3.020 4.781 -0.888 0.0588 0.0898 0.0034
N 0.217 -0.644 -2.498 1.5334 -0.1741 -1.8088
W 0.213 -0.615 -0.434 -1.9719 3.4693 1.0924
C 0.109 -3.162 1.434 0.0853 0.0583 0.2728
H -5.358 -3.070 0.821 -0.1494 -0.1353 -0.0215
H 3.839 4.958 -1.569 0.0557 -0.0296 -0.0589
H 1.212 0.330 2.775 0.0358 0.0124 0.0415
C 1.224 -2.714 -0.832 1.8538 -4.5635 -3.4182
O 1.150 -3.034 -2.063 -0.2384 0.1034 3.6151
H -5.895 -0.736 1.406 -0.1118 0.0003 0.0353
H -2.336 -5.324 -1.388 0.0370 0.0240 -0.0314
C 0.800 1.990 0.215 -0.3700 -0.1481 1.0255
C 1.508 -0.980 -2.754 -0.2869 1.3747 -1.3587
C 0.694 -4.973 -0.057 -0.0344 0.2457 -0.2722
H -4.232 1.058 1.041 -0.0146 0.1248 -0.0103
C -1.606 0.613 0.058 -0.3510 -0.1905 0.5316
H 1.385 -1.355 -6.099 0.0311 -0.0049 -0.0930
I -1.248 -6.805 3.365 0.1971 0.2954 -0.3369
C 3.315 -2.249 2.166 -0.2310 0.3122 -0.3481
C 2.476 5.843 -0.180 0.0039 -0.0521 0.0412
H -1.606 -3.700 -1.542 -0.1515 -0.2051 0.0291
H 3.016 -1.432 -4.204 0.1282 0.0352 -0.0124
C 1.063 -1.166 -5.087 -0.1981 0.0833 0.3885
C -4.932 -0.974 0.982 -0.0045 -0.0407 -0.0195
H 0.182 -6.940 0.587 0.0140 -0.0636 0.0073
H 1.124 -5.308 -0.989 0.0423 -0.0457 -0.0686
C 1.895 -0.485 2.975 -0.0619 0.0099 -0.4047
H 0.114 4.170 1.577 -0.0965 0.0395 0.0635
H 3.351 -2.088 -0.468 -0.6769 -0.3783 0.2100
H 0.020 -2.099 1.709 0.1103 -0.7245 -0.0348
C -0.439 -4.083 2.305 0.0736 0.2153 0.0327
O 2.360 -0.774 -1.695 -0.0283 -0.4900 -0.0155
H 2.861 6.840 -0.324 0.0614 0.0988 -0.0182
C 2.504 3.508 -0.730 -0.2138 -0.1328 0.1330
C -4.641 -2.284 0.652 0.2528 -0.0915 -0.0762
C 1.975 -1.199 -4.055 -0.1721 0.1042 0.5918
C -0.284 -0.894 -4.811 0.2782 -0.1408 0.0836
O 4.564 -2.944 6.059 -0.1759 0.1133 0.1149
C 0.689 -3.600 0.226 -0.1908 0.2228 0.2543
H 3.750 -2.841 1.375 0.0096 -0.1253 -0.0648
N 1.901 -0.919 0.622 -0.1232 -0.2382 -0.0845
O -3.189 -3.959 -0.187 0.0207 0.1392 0.3920
H -1.692 -0.410 -3.251 0.1580 -0.0364 -0.0342
C 2.327 -1.683 -0.506 0.0977 0.5587 -0.3110
H 1.020 6.462 1.264 -0.0240 0.0667 0.0700
H -1.823 1.654 -0.232 0.4149 -0.5492 -0.3150
H 4.387 -3.316 3.676 0.0503 -0.0381 0.0177
C -0.665 -0.643 -3.517 -0.4071 0.2003 0.2596
H -3.211 -4.044 -2.249 0.0124 0.0324 -0.0306
C 0.158 -5.887 0.824 0.0323 -0.0897 0.0471
C 2.402 -1.222 1.892 0.1860 0.3746 1.0994
C 0.928 4.361 0.896 0.0102 -0.2605 -0.1083
O 2.953 -1.732 6.961 -0.0854 0.1110 0.4241
C -4.008 0.038 0.769 0.3681 -0.0825 -0.1040
O 0.883 1.192 -0.832 -0.3824 0.1787 -0.2791
C 3.151 -1.815 4.541 0.0407 -0.0170 -0.2983
C 3.625 -2.213 5.907 0.1104 -0.1069 -0.3285
H -1.017 -0.884 -5.600 -0.0997 0.0541 -0.0276
C 1.439 5.631 0.717 0.0616 0.0680 0.0230
C 3.680 -2.527 3.466 -0.0349 0.1047 0.2871
N 0.101 1.614 1.238 0.3094 1.4705 0.9975
C -3.412 -2.649 0.097 0.3075 0.2467 -0.1100
H 1.848 -0.170 5.068 -0.0468 0.0794 0.0135
H -0.893 -3.749 3.225 -0.0393 0.0855 0.0345
C -0.411 -5.440 2.007 -0.1878 -0.2895 0.2692
C 1.446 3.299 0.156 0.1980 0.3118 -0.2409
C 2.257 -0.780 4.273 0.2235 -0.2859 0.0542
C -2.771 -0.299 0.242 0.1610 -0.5494 -0.1508
H 2.198 -1.179 6.727 0.1421 -0.1350 -0.1479
C -2.468 -1.631 -0.077 -1.1431 0.7123 0.2479
```
Positions in Å, forces in eV/Å.

---

(4)
Molecular formula: C3H5NO2
Method: DFT, the ωB97M-V functional and the def2-TZVPD basis

Output
* SMILES: O=C(O)[C@@H]1CN1
* net charge: 0
* frontier orbital gap: 0.4007 Eh
* E: -8773.6122 eV

```
11
Properties=species:S:1:pos:R:3:forces:R:3
N -1.037 0.763 0.027 0.9319 -2.2554 2.8158
C -0.858 -0.697 -0.482 -1.1327 1.3830 1.8010
H -1.684 -1.450 -0.513 0.4410 0.6530 1.7727
H -1.789 1.064 0.820 2.0938 -1.6179 -2.6009
C 0.109 -0.240 0.701 -1.9259 0.0444 -5.8289
H 0.438 1.358 -0.413 1.6633 1.9572 0.5473
H -0.625 -0.808 -1.516 1.4374 1.0250 -0.6451
O 1.498 1.444 -0.227 -1.7032 -3.4430 -0.5483
C 1.542 0.108 0.118 3.6749 -2.2198 -0.2674
H -0.124 -0.807 1.544 0.0621 -0.2672 1.6439
O 2.530 -0.736 -0.058 -5.5426 4.7406 1.3097
```
Positions in Å, forces in eV/Å.

---

(5)
Molecular formula: C23H39Cl2N4O4
Method: DFT, the ωB97M-V functional and the def2-TZVPD basis

Output
* net charge: +1
* frontier orbital gap: 0.2448 Eh
* E: -63664.9785 eV

```
72
Properties=species:S:1:pos:R:3:forces:R:3
H -3.036 -2.862 -0.150 0.0347 -0.0234 -0.1609
C -0.730 0.031 1.363 -0.5103 -1.8535 1.9210
C 2.421 1.468 2.870 0.7399 -0.9163 -2.2983
C -2.270 4.670 2.259 -0.4017 -0.0805 0.6577
N 6.516 3.107 -1.011 0.5673 0.0681 0.5658
H -3.102 5.468 2.206 1.5078 -1.2176 -0.1343
C 3.752 2.365 2.664 -1.3592 0.2288 0.7916
H -2.471 -3.331 6.396 1.3552 -1.3555 -1.1856
H 4.620 3.703 -0.399 -0.1538 -0.1068 -0.0535
H 8.288 3.349 0.016 -0.0224 0.0027 -0.0739
C -0.792 0.949 0.055 -0.4326 0.2318 0.7920
H 6.998 2.324 -2.878 0.1186 0.1085 -0.1277
H 3.390 3.456 2.786 0.6581 -1.6639 -0.2835
C -2.078 -0.701 1.752 3.7039 -0.9136 3.1092
C -4.114 -3.035 0.003 -0.4311 -0.1101 -0.8503
H 0.591 -1.133 -6.143 0.1916 0.0525 0.0155
H 8.237 3.397 -2.186 -0.1328 -0.0215 0.0705
H -1.380 4.970 1.612 -1.3297 -0.4593 0.7492
H -1.911 4.653 3.351 -0.4663 0.0732 -1.5938
H 4.500 2.185 3.521 -1.1659 0.0631 -1.4564
C 7.209 3.182 0.162 -0.1985 -0.0126 -0.3593
C -2.892 3.222 1.905 -1.0969 0.8453 0.8874
H -6.713 -2.531 -0.549 -0.1285 -0.1378 -0.0461
C 5.086 2.889 -0.961 0.1385 0.0308 0.2845
C -0.761 -1.718 3.842 -0.9350 -0.7598 -1.0596
H -2.311 -4.173 4.576 -0.1451 2.0788 1.0590
H 0.086 -2.509 5.897 -1.8673 0.6117 -0.5231
H -6.437 -4.285 -0.592 -0.1624 0.0970 -0.0440
H 0.022 -1.778 -2.932 0.0641 0.0380 -0.0572
O 6.720 3.079 1.273 -0.2370 -0.0614 -0.2873
H 4.224 2.229 1.636 -0.6823 0.0473 1.6606
Cl 2.712 0.418 0.238 -1.3464 -0.0083 2.2432
C -2.076 -1.569 3.036 2.6803 2.2355 -2.0939
H -6.659 -3.384 -2.116 0.1676 0.0229 0.0926
C -0.790 -2.613 5.176 -1.6128 0.1339 -1.8295
H -4.042 3.344 1.911 1.8928 -0.3444 -0.1895
H -3.092 -2.818 -2.343 -0.4683 -0.1160 0.0762
C -1.944 -3.443 5.387 2.0435 1.4334 -0.0687
H 1.319 -1.134 3.960 -1.0193 -0.0667 -0.3551
H -1.756 -3.344 -5.791 0.0595 -0.1432 -0.0989
C 0.530 -0.175 2.249 -2.8718 -0.1328 -1.8022
C 1.892 0.594 1.866 -0.4866 1.0614 3.6754
Cl 1.622 1.673 4.525 0.9456 -0.3189 -2.3124
C -4.165 -2.984 -2.455 -0.2032 0.1155 0.1924
N 0.434 -1.039 3.425 -1.9118 0.6513 -2.1245
C -0.508 -2.536 -3.532 0.3227 -0.0449 -0.7499
H -3.030 -0.614 1.136 1.5369 -0.0157 0.8905
H -0.787 3.152 -0.450 -0.4527 -1.0765 1.3290
H -0.498 2.792 1.338 -1.0741 -0.3130 -0.9739
H -0.547 -4.559 -5.327 -0.0980 0.0135 -0.1523
H 1.807 -2.354 -5.677 0.0564 0.1864 -0.0339
O -4.593 -3.137 1.123 0.0041 0.1489 0.0645
H 0.177 0.910 -0.556 -1.4347 0.0083 1.0366
H 4.667 2.851 -1.968 0.1340 0.0191 0.0854
C -6.242 -3.343 -1.110 -0.0091 -0.0308 0.3596
H -1.673 0.584 -0.584 1.4085 0.3961 0.8870
C -0.685 -3.550 -5.725 -0.2000 -0.1425 0.1931
C 7.164 3.238 -2.301 -0.2483 -0.0273 0.0422
H 6.731 4.089 -2.833 0.1462 -0.0663 -0.1303
C -1.135 2.497 0.437 0.9980 -0.1155 -1.0672
N -4.810 -3.116 -1.162 0.5797 0.1282 0.7926
O -1.389 -3.230 -3.053 0.5907 -0.0157 -0.3098
H -4.606 -2.136 -2.986 0.0277 -0.0757 -0.1221
N -0.073 -2.595 -4.821 -0.1750 0.2281 1.0178
O -2.551 2.725 0.589 1.2885 -0.1858 1.3920
H -3.051 -2.074 3.331 1.6861 0.6895 -0.2356
H 4.887 1.947 -0.444 -0.1024 0.0934 -0.1039
H -0.236 -3.481 -6.716 0.0008 0.0685 0.1671
H -2.665 2.478 2.759 0.0079 0.8791 -1.4897
H -4.328 -3.899 -3.028 0.1316 0.1145 -0.1100
C 0.982 -1.735 -5.318 -0.1247 -0.1699 -0.1281
H 1.348 -1.070 -4.534 -0.0908 -0.1015 -0.0253
```
Positions in Å, forces in eV/Å.

---

- What is the net charge in the fourth record?
  0